No. 1
A structure of composition C55H70GeN7O2Ti in a non-equilibrium geometry, computed with the ωB97M-V functional and the def2-TZVPD basis.

XYZ file:
```
136
Properties=species:S:1:pos:R:3:mulliken_charge:R:1
C -2.78 2.84 -0.94 0.75
H -6.37 -0.52 -2.64 0.44
C 3.75 -0.25 -2.47 -0.67
C -2.62 -3.20 0.39 -1.64
H 7.07 -0.64 -1.89 0.35
H 2.19 -5.48 2.12 0.33
H -5.48 -0.99 -1.19 0.25
H 1.97 2.62 1.33 0.05
H 0.64 -0.74 1.63 -1.43
C 1.47 -3.17 -1.87 -0.76
C -5.10 3.23 -1.53 -1.87
N 0.11 -1.45 -0.88 2.32
C 4.53 1.37 -0.89 -0.81
C 2.78 5.83 0.59 -0.73
H -4.85 -0.16 1.11 0.27
C 0.94 -3.65 5.04 0.25
C 0.31 -1.67 -3.27 -0.83
H -0.91 4.51 -2.18 0.31
C -1.61 3.83 1.12 -1.66
C 4.57 -1.94 2.43 -1.57
H -2.16 -3.63 2.45 0.94
H -2.41 1.18 1.93 -0.07
H -3.61 -3.61 0.57 0.45
C 3.46 0.84 -1.63 0.43
H -1.38 -6.17 2.95 0.39
H 0.64 0.94 1.51 -0.32
C 1.20 3.23 -6.14 -0.65
H 2.89 6.64 -1.39 0.38
N -1.74 0.64 -1.28 2.67
C 0.29 -4.81 2.92 1.24
H -2.53 -2.25 -1.44 0.53
H -2.03 3.05 1.76 0.37
H -4.19 -2.11 2.13 0.36
C 0.98 -2.48 -0.77 -0.21
C -5.14 1.98 -2.14 -0.13
H -3.30 1.42 0.58 0.24
H 0.36 0.16 3.83 0.99
C 2.16 3.50 0.72 -0.16
H 2.14 -3.99 -1.67 0.59
N -2.96 0.71 1.22 0.00
N -2.17 -1.49 2.21 0.61
H -6.05 1.67 -2.62 0.37
H 4.11 -2.54 1.64 0.14
H -0.62 4.08 1.50 0.28
H -3.34 -0.82 -2.67 -0.42
C 1.40 -5.87 2.76 -1.73
C 5.81 0.85 -0.98 -0.34
H 4.07 0.64 1.63 0.88
H 3.23 2.57 -6.38 0.41
C -3.92 3.65 -0.95 0.25
H 1.10 3.56 -7.16 0.35
H -2.24 4.72 1.24 0.44
H 5.43 -1.41 2.01 0.47
H 2.60 4.73 2.43 0.43
H 6.62 1.28 -0.39 0.41
H -0.80 3.79 -5.58 0.43
H -0.55 -1.95 3.49 -0.60
H -3.76 -1.25 3.58 0.60
H 1.00 -6.78 2.32 0.44
N 0.05 0.15 1.72 1.72
C -5.44 -0.97 -2.29 -1.59
H -1.66 -4.71 3.92 0.45
C -1.25 -1.14 3.35 -0.13
H -5.97 3.87 -1.53 0.38
H 4.06 -0.40 3.83 0.73
C 5.03 -0.78 -2.57 -0.97
C 3.56 -0.93 3.01 -0.15
H 3.05 6.76 1.08 0.33
H 4.91 -2.62 3.21 0.42
C 1.45 2.30 -3.48 0.28
N -2.70 -2.00 -0.47 0.36
C -3.60 -1.28 2.51 -0.84
H -0.60 2.94 -3.29 0.18
H -4.51 -0.98 -4.83 0.44
H -5.19 0.64 -4.58 0.33
H -3.87 4.64 -0.50 0.41
C 2.69 5.76 -0.79 -0.64
C -2.85 1.54 -1.49 -1.66
H -1.88 5.46 -1.05 0.46
C 2.52 4.69 1.35 -0.68
H -5.43 -2.01 -2.65 0.39
C 2.51 2.19 -4.39 -0.68
C -4.35 -0.01 -4.34 -1.66
C 2.39 2.65 -5.70 -0.78
C -4.22 -0.21 -2.82 1.16
C 0.87 -3.61 3.65 0.42
C -0.19 -1.05 -2.15 -1.36
H -0.01 -4.51 1.92 -0.28
H 5.22 -1.62 -3.22 0.40
C 1.58 -2.91 0.58 0.36
H 1.67 -2.72 6.84 0.44
Ge 1.61 1.65 -1.58 2.11
C 2.06 3.40 -0.67 0.38
H -3.61 -1.56 -0.42 -0.28
Ti -1.28 -0.54 0.30 0.06
C 2.43 -1.73 3.66 0.42
H 2.50 0.86 2.41 0.10
N 1.12 -2.25 1.62 1.32
H -0.70 2.69 -0.46 -2.18
H -2.04 -3.97 -0.10 0.43
C 6.07 -0.23 -1.82 -0.74
H -0.19 5.12 -0.69 0.41
C 2.33 4.56 -1.42 -0.63
H 2.26 4.52 -2.50 0.29
H 0.42 -4.43 5.59 0.29
H -3.43 0.43 -4.73 0.33
C -0.91 -5.45 3.62 -1.87
H -1.06 1.04 3.30 0.22
H 2.72 -0.33 1.09 -0.52
C -4.10 0.04 1.87 -0.86
H 2.95 -0.68 -3.06 0.66
H 4.35 2.22 -0.23 0.23
C -1.50 3.44 -0.36 2.37
H 3.12 -1.15 5.60 0.46
H 3.44 1.75 -4.08 0.37
C -1.16 0.10 -2.39 -0.41
C 3.18 0.11 1.97 -0.35
C -1.10 4.70 -1.12 -1.47
H -0.60 -5.99 4.52 0.48
H -0.83 -2.89 1.53 -0.87
C 0.14 3.34 -5.25 -1.23
H 0.03 -1.25 -4.23 0.59
C 1.66 -2.71 5.76 -1.56
H -4.56 0.67 2.62 0.50
O 2.42 -3.81 0.55 -0.78
C 1.52 -2.56 2.96 -0.21
O -1.38 0.43 -3.53 -0.58
C 2.45 -1.81 5.05 -0.91
C 0.26 2.88 -3.95 0.02
C -1.90 -2.87 1.71 0.17
C -4.04 1.13 -2.13 1.32
H 1.53 -3.28 -4.01 0.46
C -0.45 0.15 3.11 -1.42
H -1.81 -1.04 4.28 0.73
C 1.13 -2.77 -3.14 -1.26
H 1.83 -6.11 3.74 0.37
```

As for the total charge: 0. Its spin multiplicity is 2. The value obtained for the energy above the lowest of the compared OMol25 structures with the same formula, charge and spin is 2.172 eV. The HOMO energy (spin up / spin down) comes out at -5.45 / -5.45 eV. Its expectation value of S² is 0.755.

---

No. 2
A structure of composition C55H72F3GaN13O in a non-equilibrium geometry, computed with the ωB97M-V functional and the def2-TZVPD basis.

XYZ file:
```
145
Properties=species:S:1:pos:R:3:mulliken_charge:R:1
H -7.59 -0.87 3.41 0.25
H -1.83 4.24 -5.03 0.41
H -3.37 0.96 1.06 -0.13
C 10.54 -4.42 -3.37 -0.29
H 8.04 -6.79 -1.98 0.44
H 7.57 -10.94 0.03 0.35
C -3.29 -1.37 -2.93 -0.67
C -0.10 5.48 -5.70 -0.54
N 6.92 -9.38 1.33 0.08
C -3.41 1.99 1.38 -0.14
F -5.50 -1.39 3.11 -0.29
F -4.22 0.41 4.58 -0.35
C 6.68 -10.54 3.20 -0.58
N -1.37 -1.74 -1.89 0.23
H -2.92 4.00 -1.96 0.66
C 2.89 5.53 2.30 -0.58
C -5.13 3.82 -2.27 -0.49
H 9.19 -2.49 -5.61 0.37
H 4.60 -2.91 1.54 0.58
H -0.39 -1.89 -1.73 0.16
H 1.11 -5.42 2.11 0.41
H -4.48 -1.33 -1.03 0.47
C 0.55 1.83 3.13 0.49
C 0.23 6.81 -5.34 -0.50
H 0.35 4.08 6.63 0.43
C 3.61 -3.33 1.51 -0.52
C -0.78 -7.06 -1.47 -0.60
H 1.62 0.60 4.52 0.29
N 1.47 -3.60 1.05 0.33
H -3.45 2.50 3.53 0.24
H -0.12 4.78 4.28 0.19
C 1.83 -4.66 1.84 -0.77
C -5.21 -0.20 2.61 0.27
N -8.54 -1.11 3.61 0.06
C -3.53 -1.44 -1.53 -0.27
C -2.53 5.63 6.18 -0.38
H -0.43 -4.86 -1.32 0.51
H 7.31 -12.47 2.25 0.38
H -1.35 -1.57 -4.02 0.45
N -4.11 5.78 -2.07 0.06
C -0.55 4.59 6.34 -0.33
H 8.76 -4.28 -1.23 0.33
H 6.47 -10.81 4.22 0.38
H 2.38 -7.99 -1.12 0.39
H 2.45 -1.89 0.26 0.51
C -1.96 5.59 4.93 -0.63
H -4.01 -1.20 -3.71 0.41
C 6.97 -4.40 0.01 -0.46
H -3.40 6.47 -1.94 0.34
C 6.57 -9.29 2.65 -0.31
H 6.27 -8.36 3.09 0.38
H 0.59 1.86 5.28 0.15
C -10.65 -1.71 3.35 -0.58
C 3.62 7.47 1.44 -0.53
C -1.25 5.15 -5.04 -0.42
C -5.45 6.05 -2.25 -1.05
C 4.62 6.97 2.23 -0.40
C -4.08 2.04 2.78 -0.61
N 6.05 -5.40 0.18 0.30
H -1.77 4.85 8.13 0.41
O 1.27 2.78 2.86 -0.69
C -6.10 4.86 -2.37 -0.46
C -7.94 6.45 -6.76 -0.67
H 1.97 -5.52 -1.04 0.20
H 8.53 -4.29 -3.99 0.24
H -8.52 -0.86 5.73 0.37
H -5.30 2.76 -2.32 0.58
H -5.81 7.07 -2.27 0.50
H -1.03 2.70 -0.18 -0.44
C 0.17 -8.12 -1.40 -0.51
C 3.16 -4.52 2.14 -0.57
C -1.95 -1.56 -3.12 -0.60
H 0.44 4.84 -6.38 0.39
H -8.83 6.01 -7.19 0.38
H 0.54 -3.45 0.69 0.11
H -0.13 0.50 0.31 0.32
H -4.00 2.59 0.69 0.36
H -11.12 -1.58 5.54 0.38
N -0.42 1.30 2.27 0.25
H 11.86 -2.13 -5.33 0.39
H 1.25 0.37 1.39 0.29
C -6.11 6.79 -5.49 -0.48
C -10.41 -1.49 4.73 -0.57
C 2.54 -2.78 0.85 -0.72
H -2.08 -1.77 0.12 0.37
C 7.53 -6.15 -1.28 -0.08
H 5.77 -7.35 -0.61 0.78
C -0.09 -5.89 -1.33 -0.48
H 10.42 -5.19 -2.63 0.42
Ga -1.49 2.68 1.38 0.28
N 1.23 -6.19 -1.17 0.10
C -3.91 4.42 -2.09 -0.80
H 6.88 -3.47 0.54 0.35
H -11.58 -2.01 2.89 0.38
H -2.30 5.95 3.98 0.42
F -5.71 -0.02 1.39 -0.25
H 4.69 5.08 3.43 0.39
N -1.62 6.22 -4.28 0.18
H -3.49 6.06 6.42 0.41
C 0.16 0.32 1.35 -0.85
C 6.38 -6.46 -0.60 -1.31
C 4.16 5.74 2.77 -0.68
C -9.10 -1.12 4.86 -0.38
H 6.92 -8.61 0.69 0.26
H -2.43 6.25 -3.68 0.24
C -0.73 7.24 -4.46 -0.48
C -9.48 -1.47 2.69 -0.31
H -1.34 4.13 2.05 -0.34
N 2.57 6.59 1.49 0.06
C -7.38 7.64 -7.14 -0.45
H 1.70 6.70 1.01 0.21
H 1.07 7.39 -5.68 0.38
C -4.52 0.71 3.30 0.44
N 9.47 -3.96 -4.09 0.03
H -7.29 4.98 -5.19 0.46
C 7.26 -10.67 1.03 -0.46
C 7.90 -4.84 -0.89 -0.49
N -0.75 4.96 5.04 0.17
C 11.24 -2.82 -4.79 -0.39
H -0.03 -9.17 -1.47 0.40
C -2.33 -1.66 -0.92 -0.56
H 2.18 4.74 2.47 0.83
C 0.68 1.14 4.47 -1.08
N -6.27 7.84 -6.36 0.01
H 3.56 8.37 0.85 0.38
H 12.65 -3.87 -3.41 0.41
H -0.85 8.18 -3.94 0.38
H -9.23 -1.52 1.64 0.37
C 9.89 -2.98 -4.96 -0.53
C -1.63 4.99 7.08 -0.67
H -0.12 -0.70 1.66 0.11
H -1.84 -7.15 -1.60 0.42
H -5.65 8.63 -6.42 0.18
C -7.14 5.91 -5.72 -0.20
H -5.30 6.76 -4.79 0.38
C 1.40 -7.55 -1.22 -0.47
H -7.16 4.74 -2.52 0.60
H 5.59 7.43 2.39 0.38
C 11.65 -3.74 -3.79 -0.64
H -7.67 8.36 -7.88 0.38
H 3.74 -5.20 2.74 0.64
C 7.12 -11.42 2.17 -0.48
H -4.98 2.65 2.75 0.30
H -0.13 0.43 4.59 0.35
H 5.25 -5.35 0.80 0.16
```

As for the total charge: -1. The HOMO energy comes out at -5.28 eV.

---

No. 3
A cluster of 7 separate species, C55H81BBrF18N2O16 in total in a non-equilibrium geometry, computed with the ωB97M-V functional and the def2-TZVPD basis.

XYZ file:
```
174
Properties=species:S:1:pos:R:3:mulliken_charge:R:1
F -6.90 -4.59 -2.55 -0.28
H 0.96 5.08 5.32 0.14
F -5.22 -3.22 -2.51 -0.18
H -0.03 -0.81 5.39 0.54
H 1.12 7.91 2.29 0.39
H 0.67 -2.16 4.44 -0.11
O 1.49 6.76 6.44 -0.44
H -5.62 -0.81 -3.08 0.26
C 3.87 2.50 4.37 -1.07
H 3.19 -0.90 -0.66 0.68
F -7.71 1.54 -3.61 -0.24
H 8.17 -2.90 5.27 0.30
H -9.64 1.64 2.34 0.37
C -0.07 -9.31 -4.39 0.34
H 4.38 3.33 2.46 -0.24
C -3.03 2.06 -4.31 0.26
C -6.11 -5.32 -6.61 -0.39
H 3.14 -4.44 4.04 0.40
C 8.23 -2.99 6.35 -1.13
H 1.10 4.68 -1.40 0.52
C -0.56 -9.49 -2.94 0.89
C 1.26 -4.29 2.97 -0.41
H -4.52 -0.45 -4.41 0.26
O 1.87 2.43 3.04 -0.46
H 4.26 4.55 3.73 0.16
H -5.33 1.67 -3.33 0.34
H 6.48 4.36 4.19 0.35
C 2.95 1.65 3.55 0.21
C 2.58 6.02 6.93 -0.63
H 4.60 1.82 4.79 0.27
C 0.92 1.77 2.39 0.13
H 3.35 2.95 5.21 0.54
H 7.75 2.27 -0.53 0.44
C -0.58 5.95 0.62 -0.92
H 0.42 6.39 0.51 0.31
H 2.44 7.18 4.22 0.52
H -0.91 -8.43 -7.06 0.39
C 5.43 -1.96 7.21 0.18
F -4.88 -5.35 -2.75 -0.27
H -4.72 1.11 -1.78 0.23
H -2.20 0.53 -7.93 0.38
Br -2.91 -1.23 5.33 -0.17
H 7.61 -3.83 6.65 0.31
C -0.64 4.64 -0.17 -0.56
F 0.48 -9.46 -2.10 -0.26
C -0.35 -7.51 -6.90 -1.03
H -1.38 7.07 3.76 0.44
C 0.77 -7.71 -5.89 -0.29
C -1.37 -2.35 4.92 -0.96
C -8.32 0.86 -1.42 0.36
C 1.25 0.45 1.75 0.76
C 1.50 6.68 3.98 0.21
C -0.86 5.80 2.11 0.28
F -0.23 -4.58 -7.99 -0.24
H -4.27 -4.30 -7.07 0.25
H -8.91 2.47 0.95 0.31
H 0.24 2.60 -1.93 -0.37
H -0.60 0.35 3.56 0.60
F 3.09 -2.23 7.01 -0.27
H 1.34 -5.27 2.49 0.57
C 4.09 -1.44 6.66 1.07
C -4.57 1.05 -2.86 -0.47
C 0.61 7.64 3.21 -1.13
C 2.68 -3.81 3.29 -0.73
H 2.70 -2.80 3.70 -0.05
C -4.65 -0.38 -3.33 -0.71
H -3.87 -0.98 -2.86 0.35
H -0.16 6.42 5.34 0.30
H -1.30 6.66 0.22 0.41
H -1.39 -0.97 2.81 0.73
C -5.80 -4.15 -4.60 0.39
O 0.24 -8.04 -4.59 -0.32
C -0.79 7.13 2.84 -1.07
H -1.05 -6.75 -6.54 0.24
C 2.12 2.05 -1.18 -1.40
H 2.01 1.16 -1.79 0.53
C 2.20 0.43 0.71 0.03
C -0.45 -0.67 3.27 -1.33
O -9.37 0.39 -0.78 -0.32
C 0.73 2.64 -0.97 0.62
C 2.86 1.65 0.11 -0.40
N 1.89 -1.91 0.61 0.37
C 7.76 -1.71 7.01 -0.23
C -1.44 -0.08 -7.46 -0.04
H 2.58 0.82 4.17 0.20
H -6.76 -4.51 -6.90 0.33
H -1.76 -0.29 -6.45 0.21
F -1.18 -10.65 -2.79 -0.24
C 2.49 -0.79 0.15 -0.14
H -0.17 5.07 2.54 -0.33
H 0.06 -7.18 -7.85 0.36
C -1.00 -3.61 -8.48 0.86
C 0.74 4.11 -0.55 -0.80
H -1.68 -3.00 4.10 0.34
H 0.23 0.80 -8.52 0.36
H 1.44 4.29 0.26 0.25
N 6.80 3.51 2.36 0.21
H 3.86 1.35 -0.20 0.71
H 3.55 1.20 2.76 0.16
H -8.29 0.03 0.96 0.31
C -9.28 0.36 0.66 -0.23
C -1.59 2.59 -4.39 1.04
H -1.16 4.87 -1.10 0.23
F -1.47 3.77 -3.77 -0.28
H -10.00 -0.40 0.97 0.34
H 2.27 5.03 7.25 0.28
O -0.82 -3.77 1.56 -0.74
F 4.10 -1.36 5.32 -0.28
H 2.94 2.47 0.80 -0.66
F -0.61 -3.35 -9.73 -0.26
F -1.21 2.75 -5.66 -0.29
C -5.70 -4.33 -3.07 0.87
H -4.12 -6.05 -6.96 0.28
B 0.40 -3.36 2.03 0.27
H 3.36 5.96 6.17 0.21
O 0.03 -10.21 -5.16 -0.50
C 6.80 2.49 1.44 -0.32
C 7.56 2.87 0.33 -0.72
O -3.25 1.60 -3.10 -0.16
C -0.91 -2.36 -7.59 0.36
C 4.60 3.54 3.51 0.31
H 3.00 6.54 7.78 0.32
H 1.76 5.84 3.34 -0.26
H 7.76 5.48 2.32 0.35
C -8.58 0.78 -2.94 0.94
O -3.78 2.10 -5.23 -0.57
H -1.19 -2.95 5.80 0.54
O 6.43 -1.36 6.58 -0.26
H -4.89 -5.32 -8.38 0.41
O -5.95 -5.33 -5.17 -0.34
H 2.16 -2.78 0.17 0.37
O -1.40 -1.31 -8.22 -0.32
H 1.33 -6.79 -5.75 0.33
H 8.39 -0.87 6.72 0.33
F -2.26 -4.05 -8.52 -0.25
H -6.61 -6.26 -6.85 0.36
O 5.51 -2.77 8.08 -0.51
C 0.62 -0.72 2.20 -0.20
H 6.27 1.58 1.62 0.49
O -5.78 -3.08 -5.13 -0.52
H 8.67 4.77 -0.04 0.44
C 0.99 -1.93 1.60 0.10
O -0.18 2.20 2.31 -0.61
H 2.71 2.76 -1.74 0.56
F -9.81 1.19 -3.24 -0.25
H 1.46 -8.48 -6.22 0.32
H 7.79 -1.79 8.10 0.34
H -1.85 5.38 2.25 0.39
C -9.63 1.70 1.25 -1.11
F 3.84 -0.21 7.14 -0.26
C -4.77 -5.24 -7.30 -0.92
H -1.26 7.91 2.25 0.39
H 0.67 0.02 -7.01 0.31
H 0.51 8.55 3.80 0.37
F -8.43 -0.48 -3.35 -0.26
H -1.24 3.89 0.34 0.48
O -0.49 -2.39 -6.47 -0.54
C 0.89 6.17 5.30 -0.25
F -1.41 -8.51 -2.59 -0.23
F -0.72 1.74 -3.82 -0.29
C 8.04 4.18 0.60 -0.63
H 0.71 -4.44 3.90 0.32
C 6.13 3.50 3.64 -0.97
C 7.55 4.54 1.85 -0.36
H 6.47 2.62 4.19 0.36
C -0.10 0.62 -7.49 -1.12
O -7.30 1.27 -0.93 -0.52
C -0.17 -1.48 4.55 -0.40
H -10.62 2.03 0.91 0.31
H -0.17 1.57 -6.97 0.31
H 3.31 -3.78 2.41 0.30
H 9.26 -3.20 6.63 0.39
H -0.71 -4.43 0.85 0.33
H 0.10 2.04 -0.31 0.17
```

As for the total charge: +1. The HOMO energy comes out at -10.16 eV.

---

- What is the formula in the first record?
  C55H70GeN7O2Ti

---

- What is the total charge in the first record?
  0

---

- Among the records above, which one has the highest total charge?
  C55H81BBrF18N2O16

---

- Which value of total charge does entry 1 give?
  0